Here is 2 unconnected molecules or ions with the total composition C4H10N from the OMol25 dataset. Energies are from wB97M-V/def2-TZVPD.

Its energy above the lowest of the compared OMol25 structures with the same formula, charge and spin is 5.2249 eV. The spin multiplicity is 1. The HOMO energy is -0.479 Eh. Its total charge is +1. The HOMO-LUMO gap comes out at 9.04 eV. The LUMO energy is -0.1472 Ha.

Last column: Mulliken charge in e.
CARTESIAN COORDINATES (ANGSTROEM)
H: -2.684 0.504 -0.388  0.363
H: 2.436 0.538 -0.614  0.281
C: 2.597 -0.386 -0.182  -0.611
H: -2.393 -1.166 -0.878  0.375
H: -0.598 0.030 -1.532  0.371
H: -0.902 1.572 1.209  0.219
C: -0.713 0.078 -0.486  -0.233
C: -0.112 1.069 0.502  -0.458
H: -0.058 -1.002 1.359  0.207
H: -2.268 -0.663 0.660  0.341
N: -2.112 -0.332 -0.252  -0.300
H: 2.873 -1.146 -0.985  0.267
H: 3.043 -0.490 0.773  0.305
C: 0.249 -0.317 0.588  -0.360
H: 0.642 1.710 0.227  0.231

Here is 9 unconnected molecules or ions with the total composition C41H95F5N3O17 from the OMol25 dataset. Energies are from wB97M-V/def2-TZVPD.

The spin multiplicity is 1. The HOMO energy is -0.401 Eh. Its total charge is +1. The HOMO-LUMO gap comes out at 6.67 eV. The LUMO energy is -0.1555 Ha.

Last column: Mulliken charge in e.
CARTESIAN COORDINATES (ANGSTROEM)
C: -3.241 -3.185 1.248  0.754
H: 4.278 -10.263 -4.836  0.168
O: 7.104 -10.406 -3.023  -0.567
H: -3.741 7.309 -3.022  0.297
F: -2.673 -2.900 0.086  -0.218
H: -8.587 -3.413 -2.744  0.267
O: 6.027 -4.335 -0.945  -0.436
H: 2.069 -0.383 4.519  0.268
C: 2.700 1.252 5.387  -0.687
C: 7.754 0.267 1.753  -1.095
H: 6.914 3.915 -0.199  0.361
C: -11.077 -6.445 0.786  -0.255
H: -2.621 8.633 -0.894  0.321
C: 6.108 3.589 0.467  -0.931
C: 0.491 6.254 -0.304  -0.835
H: 2.454 2.996 -1.450  0.662
H: -3.659 9.090 2.876  0.363
O: -0.533 9.124 4.119  -0.526
H: -5.294 8.859 -0.109  0.337
C: 4.561 -9.337 -7.663  -0.243
H: -1.564 0.167 2.967  0.634
H: -0.164 4.610 -1.564  0.204
O: 1.763 0.529 4.576  -0.393
H: 6.560 -10.726 -2.294  0.354
C: 4.734 -5.432 -2.658  -0.526
N: -4.553 -1.245 2.286  -0.040
O: -11.988 -7.256 1.501  -0.526
H: 2.245 2.225 5.573  0.254
H: -2.376 9.402 5.001  0.262
H: 5.953 -8.830 -3.692  0.062
C: -0.838 6.230 0.453  -0.432
H: -11.102 -6.755 -0.259  0.281
C: -4.593 -2.389 1.393  0.702
H: 4.454 0.434 4.462  0.213
H: -1.633 6.490 -0.256  0.185
H: 2.007 4.020 -0.097  -0.601
H: 4.712 2.004 5.248  0.403
H: 4.731 -7.163 -1.752  0.279
H: 5.892 -0.797 1.878  0.202
N: -4.430 0.892 3.088  -0.451
H: 0.068 0.714 2.661  0.398
H: -4.639 7.297 -0.650  0.186
F: -5.479 -3.208 1.957  -0.333
H: -3.542 1.223 3.462  0.403
H: -5.611 8.548 -2.578  0.353
C: 4.954 -10.687 -4.089  -0.355
O: -3.578 8.253 -2.933  -0.513
C: -7.575 -3.574 -2.376  -0.511
C: 1.900 5.027 -2.027  -1.253
H: -6.886 -2.947 -2.949  0.323
C: 4.011 1.421 4.653  -0.281
F: -3.476 -4.484 1.321  -0.243
C: 2.537 4.016 -1.057  0.404
C: -1.252 2.296 3.237  -0.512
H: -12.437 -4.802 0.539  0.289
H: 4.086 -4.981 -0.660  0.246
H: 6.725 -9.823 -4.942  0.187
C: -5.244 2.039 2.592  -0.323
H: -4.512 9.901 -2.238  0.276
H: 4.037 -9.490 -9.752  0.345
H: -4.717 2.967 2.841  0.306
O: -8.103 -5.850 -1.774  -0.479
N: -3.684 0.383 0.855  0.515
C: -2.266 0.032 0.517  -0.996
H: 2.990 1.781 3.055  0.217
H: -6.226 2.063 3.058  0.331
H: -1.786 4.835 3.148  0.284
C: -7.201 -5.034 -2.498  -0.251
H: -3.483 2.538 0.951  0.083
C: -1.170 4.854 1.054  0.706
C: 7.146 1.251 0.729  -0.400
H: -0.209 5.551 2.855  0.498
H: -3.102 7.207 4.039  0.244
H: 4.230 -7.829 -9.152  0.289
H: 6.299 0.752 0.245  0.291
H: 8.767 -0.007 1.438  0.399
H: 0.735 7.303 -0.504  0.646
C: 6.210 -9.855 -3.983  0.098
H: -7.230 -5.353 -3.540  0.351
C: 4.714 -4.531 -1.442  -0.318
H: -6.179 -5.184 -2.118  0.219
O: 5.334 -6.685 -2.331  -0.508
H: 7.894 -1.511 -0.023  0.353
H: -1.278 2.110 4.314  0.319
H: 6.480 -5.182 -1.049  0.316
H: 2.538 5.917 -2.068  0.447
C: -0.977 0.979 2.512  -0.526
H: 4.963 -10.358 -7.609  0.271
H: -10.060 -6.613 1.173  0.247
H: 5.361 -4.997 -3.435  0.298
H: -1.885 10.608 3.792  0.348
H: -6.685 -3.167 -0.681  0.252
H: 1.285 5.881 0.353  -0.001
C: 6.645 2.528 1.423  -0.264
C: -4.160 1.762 0.582  -0.114
F: -5.041 -2.031 0.201  -0.273
H: -2.138 8.893 1.995  0.146
H: 5.198 -11.712 -4.367  0.296
O: 5.306 -8.488 -6.803  -0.463
H: -1.540 2.081 0.708  -0.075
C: -0.870 4.733 2.562  -0.881
O: -11.452 -4.587 2.288  -0.531
H: 5.880 2.256 2.156  -0.179
H: 7.872 1.536 -0.037  0.379
C: -2.619 8.764 2.961  -0.357
C: -4.521 8.389 -0.718  -0.292
H: 4.456 4.780 -1.647  0.347
H: 4.038 5.088 0.045  0.281
H: -0.539 8.166 4.008  0.324
H: 6.319 -9.653 -9.639  0.319
H: -10.548 -4.595 2.616  0.308
C: 4.622 -8.844 -9.092  -0.617
O: 4.296 -10.774 -2.819  -0.547
O: -5.409 1.880 1.214  -0.472
C: -11.430 -4.980 0.914  -0.355
H: -8.315 -5.371 -0.964  0.299
H: 6.427 -2.440 0.216  0.116
C: 6.961 -1.040 1.876  -0.297
H: 3.935 -9.905 -2.622  0.310
O: -7.592 -3.177 -1.000  -0.491
H: 7.863 -2.867 1.108  0.364
H: 2.849 0.742 6.342  0.372
O: -3.262 8.765 -0.184  -0.409
H: -12.198 -6.787 2.318  0.334
C: -0.211 3.399 2.939  -0.498
H: -0.571 4.093 0.539  0.005
C: 4.875 3.143 -0.342  -0.456
H: 4.309 2.448 0.291  0.315
H: 3.725 -5.576 -3.059  0.319
H: 4.306 -3.551 -1.696  0.306
F: -2.419 -2.832 2.238  -0.239
O: 5.977 -8.760 -9.530  -0.533
C: 0.493 5.489 -1.629  -0.492
C: -1.260 1.064 0.995  -0.551
H: 7.512 2.939 1.952  0.416
H: -4.319 1.878 -0.487  0.404
H: 5.822 4.469 1.054  0.435
H: 0.080 6.118 -2.423  0.409
C: -4.637 8.822 -2.163  -0.536
H: 5.212 2.630 -1.246  0.261
H: -0.335 0.868 0.445  0.581
C: -4.180 -0.005 2.042  -0.097
H: 0.476 3.072 2.150  -0.063
H: 3.531 -9.352 -7.304  0.318
H: -2.235 2.681 2.925  0.072
H: -2.200 -0.155 -0.556  0.477
H: 7.856 0.767 2.720  0.491
H: -2.222 4.614 0.857  -0.310
H: -4.896 -1.425 3.222  0.379
H: 6.094 -8.230 -7.299  0.326
H: 0.406 3.530 3.832  0.277
H: -10.726 -4.359 0.349  0.209
C: 7.288 -2.019 0.733  -1.061
O: 3.821 2.103 3.422  -0.364
C: -1.885 9.544 4.028  -0.373
C: 4.007 4.337 -0.751  -0.828
H: -2.030 -0.912 1.005  0.308
H: 7.189 -1.501 2.840  0.396
O: -2.553 7.360 3.263  -0.362
H: -0.843 7.000 1.224  0.114
H: 1.878 4.573 -3.020  0.363

Here is 2 unconnected molecules or ions with the total composition C20H17FO from the OMol25 dataset. Energies are from wB97M-V/def2-TZVPD.

Its energy above the lowest of the compared OMol25 structures with the same formula, charge and spin is 1.2274 eV. The spin multiplicity is 1. The HOMO energy is -0.258 Eh. Its total charge is 0. The HOMO-LUMO gap comes out at 5.81 eV. The LUMO energy is -0.0442 Ha.

Last column: Mulliken charge in e.
CARTESIAN COORDINATES (ANGSTROEM)
H: 2.368 1.344 -2.697  0.318
H: -4.006 0.847 -0.793  0.270
C: 5.074 -0.527 -1.804  -0.404
C: 1.175 0.441 2.159  -0.164
C: 4.215 0.285 -2.585  -0.507
C: -1.136 -1.021 -0.733  0.165
H: 0.768 1.287 -1.140  0.436
C: -5.505 -1.492 -0.718  -1.360
C: 1.268 0.756 -0.331  -0.525
H: -1.453 3.341 2.414  0.411
H: -5.851 -2.088 -1.576  0.315
C: 2.636 0.481 -0.692  0.676
H: 1.737 -0.494 2.038  0.405
C: -0.012 2.315 1.144  -0.206
H: 6.046 -0.866 -2.209  0.336
H: 5.464 -1.289 0.172  0.335
H: -6.029 -0.526 -0.693  0.323
H: 3.485 -0.192 1.207  0.411
C: -3.159 -2.458 -0.734  -0.491
H: -3.626 -3.464 -0.782  0.309
F: -0.942 2.076 4.650  -0.314
C: 0.853 1.165 0.991  0.585
C: -0.325 1.807 3.450  0.517
H: 0.894 0.218 4.307  0.389
C: 3.048 0.798 -2.042  -0.549
C: 0.638 0.785 3.401  -0.943
H: 4.512 0.502 -3.611  0.368
O: 0.156 -0.851 -0.771  -0.582
C: -3.409 -0.055 -0.775  -0.756
C: 4.764 -0.705 -0.451  -0.608
H: -0.280 2.893 0.256  0.448
C: -0.662 2.596 2.337  -0.724
C: 3.638 -0.108 0.130  -0.187
C: -2.039 0.090 -0.775  0.182
C: -4.012 -1.329 -0.744  0.909
H: -5.805 -2.098 0.150  0.306
H: -1.572 1.071 -0.829  0.205
C: -1.789 -2.330 -0.676  -0.640
H: -1.129 -3.205 -0.645  0.341

Here is 2 unconnected molecules or ions with the total composition C6H9O2 from the OMol25 dataset. Energies are from wB97M-V/def2-TZVPD.

Its energy above the lowest of the compared OMol25 structures with the same formula, charge and spin is 4.4311 eV. The spin multiplicity is 1. The HOMO energy is -0.138 Eh. Its total charge is -1. The HOMO-LUMO gap comes out at 6.80 eV. The LUMO energy is 0.1120 Ha.

Last column: Mulliken charge in e.
CARTESIAN COORDINATES (ANGSTROEM)
C: 2.726 0.049 0.022  0.483
H: -0.341 1.100 -0.871  0.323
H: 1.454 0.089 -1.680  0.211
C: -2.075 0.234 -0.124  -0.433
H: -2.500 1.919 1.209  0.292
H: -3.815 0.453 0.878  0.322
C: 0.235 -0.862 -0.250  -0.651
C: 1.650 -0.621 -0.852  -0.568
H: -2.263 -0.854 0.976  0.144
H: -0.369 0.978 0.857  0.282
O: 3.419 0.858 -0.653  -0.752
C: -2.795 0.894 0.860  -0.623
H: 0.442 -1.344 0.716  0.288
C: -0.556 0.402 -0.059  -0.289
O: 2.923 -0.296 1.206  -0.744
H: 2.183 -1.455 -1.334  0.316
H: -0.316 -1.544 -0.901  0.400